No. 1
{
  "formula": "C15H19N3O3S",
  "method": "the ωB97M-V functional and the def2-TZVPD basis",
  "e_tot_ev": -37312.6497,
  "smiles": "CCOC(=O)C[C@@H]1C(=O)NCCN1C(=S)Nc1ccccc1",
  "orbital_gap_ev": 8.7,
  "de_lowest_kj_mol": 87.7,
  "species": ["C", "C", "O", "C", "O", "C", "C", "C", "O", "N", "C", "C", "N", "C", "S", "N", "C", "C", "C", "C", "C", "C", "H", "H", "H", "H", "H", "H", "H", "H", "H", "H", "H", "H", "H", "H", "H", "H", "H", "H", "H"],
  "xyz": [[1.879985, 3.138680, 0.603232], [0.502785, 2.676268, 1.036053], [-0.189285, 2.162562, -0.108766], [-1.356887, 1.558791, 0.125502], [-1.822211, 1.395600, 1.220753], [-2.020792, 1.119717, -1.163170], [-1.301163, -0.084191, -1.813832], [-1.914239, -0.289613, -3.211655], [-1.893262, 0.617649, -4.016683], [-2.450713, -1.486508, -3.492291], [-2.531709, -2.606155, -2.582302], [-2.528176, -2.067536, -1.159398], [-1.339918, -1.264538, -0.983729], [-0.474638, -1.523092, 0.039612], [-0.684036, -2.832854, 1.028182], [0.605329, -0.707140, 0.158310], [1.521397, -0.651708, 1.217668], [2.847958, -0.349861, 0.920475], [3.776847, -0.223751, 1.935847], [3.391626, -0.394001, 3.254830], [2.069698, -0.681086, 3.551342], [1.131451, -0.804651, 2.543581], [2.471322, 2.296180, 0.255187], [1.795837, 3.867379, -0.198530], [2.388272, 3.594215, 1.447575], [0.564491, 1.890391, 1.796474], [-0.082939, 3.505727, 1.446584], [-1.999260, 1.941225, -1.880603], [-3.054763, 0.856792, -0.936857], [-0.267521, 0.217405, -2.021056], [-2.800001, -1.599810, -4.433508], [-3.450565, -3.162733, -2.777750], [-1.677080, -3.279326, -2.725228], [-2.503973, -2.880777, -0.432216], [-3.420695, -1.456557, -0.987055], [0.884339, -0.162577, -0.646268], [3.149502, -0.224171, -0.111137], [4.804024, 0.006305, 1.694221], [4.118059, -0.298801, 4.047453], [1.760061, -0.803222, 4.578171], [0.100845, -1.010224, 2.780981]],
  "atomic_forces_ev_per_a": [[-0.44, -0.15, -0.10], [0.23, 0.11, 0.53], [0.20, 0.14, -0.43], [-0.34, -0.12, -0.13], [-0.04, 0.00, 0.13], [0.18, -0.03, 0.00], [0.04, 0.72, -0.08], [0.20, -0.01, 0.11], [0.10, 0.36, -0.07], [-0.26, -0.33, -0.34], [0.08, -0.10, 0.42], [-0.20, -0.51, -0.28], [0.21, 0.04, 0.12], [0.00, -0.46, -0.03], [-0.02, -0.49, 0.47], [-0.18, 0.37, -0.74], [0.39, -0.02, 0.35], [-0.23, -0.12, -0.07], [0.07, 0.06, 0.09], [0.14, 0.02, 0.03], [0.00, 0.02, -0.04], [-0.07, 0.09, 0.01], [0.09, -0.04, -0.02], [0.05, 0.11, -0.06], [0.08, 0.05, 0.09], [-0.04, 0.15, -0.11], [0.04, -0.14, -0.02], [-0.03, -0.04, 0.03], [0.06, 0.03, 0.01], [-0.20, -0.08, -0.08], [0.10, 0.15, 0.06], [0.04, 0.05, 0.03], [-0.14, 0.00, 0.09], [-0.07, 0.20, -0.18], [0.01, -0.01, 0.02], [-0.17, 0.00, 0.17], [0.02, -0.02, -0.09], [0.08, 0.01, -0.02], [0.07, 0.00, 0.07], [-0.04, -0.01, 0.09], [-0.03, 0.02, 0.00]]
}

***

No. 2
{
  "formula": "C3H9OS",
  "method": "the ωB97M-V functional and the def2-TZVPD basis",
  "e_tot_ev": -16140.1094,
  "total_charge": -1,
  "orbital_gap_ev": 6.7,
  "de_lowest_kj_mol": 91.4,
  "species": ["C", "O", "H", "H", "H", "C", "C", "S", "H", "H", "H", "H", "H", "H"],
  "xyz": [[0.216936, -1.914642, -2.825264], [-1.004323, -1.396119, -2.317632], [1.061128, -1.250123, -2.623536], [0.428917, -2.905837, -2.417468], [0.085868, -1.954134, -3.911143], [0.672684, 1.654213, 2.206214], [-0.659430, 1.085881, 1.780139], [-0.650252, -0.299518, 0.610679], [1.347954, 1.785740, 1.351027], [1.282759, 0.948492, 2.785622], [0.499314, 2.582128, 2.757017], [-1.220422, 0.787851, 2.673547], [-1.285426, 1.890385, 1.366365], [-0.775712, -1.014311, -1.435572]],
  "atomic_forces_ev_per_a": [[-0.71, 0.45, -0.25], [0.81, -0.06, 0.33], [0.04, -0.01, 0.13], [0.11, -0.11, -0.09], [0.21, -0.31, 0.01], [0.80, -0.45, -0.32], [-0.87, 0.04, -0.14], [0.30, -0.29, 0.30], [-0.43, 0.55, -0.15], [-0.51, 0.01, 0.41], [0.39, 0.09, 0.07], [0.14, -0.14, 0.08], [0.28, 0.06, -0.09], [-0.58, 0.17, -0.28]]
}

***

No. 3
{
  "formula": "C29H61N3O14S4",
  "method": "the ωB97M-V functional and the def2-TZVPD basis",
  "e_tot_ev": -107536.4659,
  "smiles": "O=S1(=O)CCCC1.O=S1(=O)CCCC1.O=S1(=O)CCCC1.O=S1(=O)CCCC1.CCOC(=O)OC.CNC(C)=O.CNC(C)=O.CNC(C)=O",
  "orbital_gap_ev": 9.0,
  "de_lowest_kj_mol": 156.3,
  "species": ["O", "S", "O", "C", "C", "C", "C", "H", "H", "H", "H", "H", "H", "H", "H", "O", "S", "O", "C", "C", "C", "C", "H", "H", "H", "H", "H", "H", "H", "H", "O", "S", "O", "C", "C", "C", "C", "H", "H", "H", "H", "H", "H", "H", "H", "O", "S", "O", "C", "C", "C", "C", "H", "H", "H", "H", "H", "H", "H", "H", "C", "C", "O", "C", "O", "O", "C", "H", "H", "H", "H", "H", "H", "H", "H", "C", "N", "C", "C", "O", "H", "H", "H", "H", "H", "H", "H", "C", "N", "C", "C", "O", "H", "H", "H", "H", "H", "H", "H", "C", "N", "C", "C", "O", "H", "H", "H", "H", "H", "H", "H"],
  "xyz": [[-3.455445, 2.742602, -3.724049], [-2.569985, 2.727415, -2.564511], [-1.355975, 1.938586, -2.697503], [-2.357903, 4.422401, -1.886471], [-3.177287, 4.346348, -0.599333], [-3.210399, 2.957475, 0.049427], [-3.523730, 2.029226, -1.105934], [-2.814551, 5.036579, -2.661448], [-1.286924, 4.610030, -1.946259], [-2.663392, 4.997045, 0.115718], [-4.159067, 4.795344, -0.733813], [-4.031355, 2.996608, 0.760845], [-2.226388, 2.707419, 0.442473], [-4.560370, 2.020148, -1.443126], [-3.200270, 0.988199, -1.140912], [-3.501886, -4.201059, -4.716455], [-3.762925, -3.039902, -5.577720], [-4.557741, -3.175528, -6.741193], [-4.308414, -1.624952, -4.629181], [-3.089427, -0.868605, -4.082297], [-1.820189, -1.297677, -4.906971], [-2.132448, -2.287154, -6.010596], [-5.051336, -1.860932, -3.871689], [-4.756597, -0.979525, -5.387367], [-3.183639, 0.209622, -4.011106], [-2.834000, -1.232863, -3.085130], [-0.952594, -1.502877, -4.281785], [-1.493180, -0.397437, -5.438483], [-1.351934, -2.994517, -6.276162], [-2.397035, -1.751112, -6.924000], [0.351619, 2.127488, -8.136174], [1.445653, 2.653419, -7.344430], [2.517093, 3.302248, -8.078078], [0.786224, 3.598417, -5.972309], [1.515492, 3.087151, -4.752829], [1.703370, 1.563604, -4.904864], [2.243549, 1.365841, -6.316070], [-0.290448, 3.424798, -5.896807], [0.785184, 4.664861, -6.201214], [2.532990, 3.486475, -4.710034], [1.027826, 3.393415, -3.828146], [0.820672, 1.003752, -4.603932], [2.568572, 1.221802, -4.331820], [2.020614, 0.367130, -6.686669], [3.284030, 1.624309, -6.503136], [-3.183479, -1.749177, -0.795425], [-3.547543, -2.714496, 0.199057], [-4.742153, -2.409780, 0.942283], [-3.834634, -4.394839, -0.413833], [-2.638319, -5.227481, -0.012383], [-2.264202, -4.758860, 1.423916], [-2.202225, -3.222216, 1.357260], [-4.180408, -4.337261, -1.447638], [-4.738051, -4.715280, 0.105308], [-2.980226, -6.263881, -0.009771], [-1.783945, -5.211214, -0.688542], [-1.337081, -5.239525, 1.730954], [-3.031612, -5.089201, 2.126628], [-1.270521, -3.077933, 0.802117], [-2.180682, -2.690341, 2.304410], [4.728172, 1.934432, 7.723761], [4.634877, 1.859680, 6.220081], [3.212215, 1.640863, 5.965765], [2.614742, 2.485188, 5.129533], [2.861563, 3.682332, 5.140519], [1.686935, 1.905539, 4.431250], [1.310008, 2.443632, 3.165625], [4.356547, 1.022268, 8.185729], [4.053165, 2.709990, 8.087236], [5.756893, 2.196374, 7.976414], [5.068734, 0.965204, 5.759383], [5.013125, 2.648312, 5.572539], [1.312949, 3.523136, 3.365139], [0.344336, 2.146436, 2.780648], [2.162976, 2.350260, 2.490563], [0.294717, -0.530931, 1.733850], [0.351387, -0.144262, 0.329475], [1.412640, -0.481215, -0.415910], [1.307482, -0.071953, -1.857860], [2.504641, -0.791594, 0.066936], [0.171442, -1.595599, 1.924366], [-0.598143, -0.044101, 2.127851], [1.110944, -0.106456, 2.309698], [-0.559482, -0.103707, -0.104521], [0.478432, -0.669031, -2.255358], [2.155924, -0.299043, -2.493211], [1.044238, 0.984100, -1.845514], [-0.685094, 1.192051, 6.684226], [-0.827139, -0.262771, 6.653775], [-1.027443, -0.955611, 5.534089], [-0.774835, -2.469949, 5.687558], [-1.260550, -0.449016, 4.443915], [0.248520, 1.509307, 7.144169], [-1.545221, 1.538474, 7.260940], [-0.765931, 1.652922, 5.705775], [-0.748565, -0.707191, 7.550608], [0.266838, -2.748002, 5.545057], [-1.317817, -2.933804, 4.864546], [-1.180005, -2.744352, 6.660417], [6.486788, -1.909079, 0.458444], [5.182929, -1.767699, 1.037920], [5.033955, -1.719911, 2.390554], [3.644985, -1.530162, 2.956520], [6.033926, -1.846147, 3.084552], [7.084624, -2.745573, 0.811212], [7.046892, -0.994007, 0.698769], [6.396225, -1.826871, -0.624509], [4.461449, -1.503083, 0.382948], [3.615523, -1.444047, 4.040497], [3.037364, -2.417504, 2.765242], [3.190149, -0.671969, 2.465990]],
  "atomic_forces_ev_per_a": [[0.59, 0.36, 0.60], [-1.65, -1.32, -0.03], [0.26, 0.80, 0.26], [-0.48, -1.37, -1.44], [1.54, 1.63, 1.07], [-0.43, -0.06, -1.43], [0.45, -0.11, -1.67], [-0.10, 0.10, 0.15], [0.02, 0.07, 0.92], [-0.25, 0.18, 0.04], [-0.12, -0.35, -0.21], [0.40, -0.44, 0.44], [-0.19, 0.05, 0.49], [-0.06, 0.33, 0.18], [0.13, 0.01, 0.66], [-0.57, 1.19, -0.58], [2.73, -0.89, 2.00], [-1.03, -0.31, -1.15], [0.09, 1.33, -0.22], [1.28, -1.90, 0.65], [0.27, 1.93, -0.72], [-1.23, 0.03, -0.15], [0.03, -0.32, -0.09], [-0.32, -0.19, -0.01], [-0.31, -0.02, -0.37], [-0.57, 0.15, 0.15], [-0.30, -0.66, 0.18], [0.07, 0.04, 0.03], [-0.24, -0.36, 0.34], [0.12, 0.04, -0.02], [0.11, 0.13, 0.53], [0.01, -1.09, -1.38], [-0.46, 0.29, 0.80], [-0.83, 0.50, -0.11], [0.79, 0.07, 0.48], [1.32, 0.53, 0.14], [-1.34, 0.22, -0.83], [0.08, -0.69, -0.16], [0.82, 0.01, 0.08], [-0.09, 0.31, -0.09], [-0.14, -0.21, -0.02], [-0.06, -0.14, -0.47], [-0.46, 0.11, 0.77], [0.01, 0.16, -0.38], [0.16, -0.22, 0.64], [1.13, 0.18, -0.46], [-1.24, -1.26, 1.37], [-0.04, 0.34, 0.59], [-0.26, 0.65, -0.62], [-0.38, -0.66, 0.42], [-0.86, -0.18, -0.43], [0.87, -0.62, -1.12], [0.74, -0.05, -0.25], [0.21, 0.06, 0.43], [0.22, -0.09, 0.17], [-0.06, 0.45, -0.09], [0.18, 0.39, 0.08], [-0.09, 0.02, -0.05], [-0.02, 0.71, 0.07], [-0.33, 0.19, -0.13], [0.39, 0.74, -0.41], [-0.93, -1.16, -0.53], [-0.35, -0.62, -0.88], [1.11, 2.66, 1.38], [-0.14, -0.89, -0.80], [-1.32, -2.53, -0.68], [1.35, 2.75, 0.65], [0.47, -0.23, -0.10], [0.21, 0.27, -0.12], [-0.10, -0.29, 0.48], [0.27, -0.12, 0.63], [-0.19, 0.66, 0.73], [-0.52, 0.06, -0.44], [0.11, -0.66, 0.39], [-0.37, -0.66, -0.34], [-0.85, 0.91, 0.32], [-0.68, -1.03, 0.94], [2.53, 1.37, -0.52], [-1.10, -0.89, -0.16], [-0.85, -0.50, 0.13], [0.35, -0.09, -0.16], [-0.03, -0.19, 0.15], [0.23, -0.30, -0.19], [0.18, 0.12, -0.35], [-0.22, 0.47, -0.33], [0.34, 0.10, 0.47], [-0.05, -0.02, -0.44], [-1.05, -0.04, 0.38], [0.47, 1.31, 0.37], [1.10, -1.20, -0.94], [-1.08, 0.89, -0.49], [-0.09, 0.01, 0.23], [0.03, -0.17, 0.07], [0.26, 0.52, 0.14], [0.08, -0.44, -0.19], [0.13, -0.35, -0.19], [0.13, 0.31, 0.36], [-0.19, -0.24, 0.28], [0.24, -0.59, -0.07], [0.71, 1.66, -0.11], [-0.81, -0.35, -0.18], [0.71, -0.12, -0.06], [-0.18, -0.27, -0.17], [-0.20, -0.02, 0.43], [-0.33, -0.22, -0.12], [0.32, -0.26, 0.21], [-0.07, -0.68, -0.02], [-0.44, -0.07, 0.54], [0.54, 0.36, -0.03], [-0.03, 0.09, -0.45], [-0.19, -0.10, 0.11]]
}

***

No. 4
{
  "formula": "ClHN6",
  "method": "the ωB97M-V functional and the def2-TZVPD basis",
  "e_tot_ev": -21471.9390,
  "orbital_gap_ev": [8.8, 8.8],
  "de_lowest_kj_mol": 177.6,
  "species": ["N", "N", "N", "N", "N", "N", "Cl", "H"],
  "xyz": [[-2.354789, -0.812074, -0.541877], [-2.520095, 0.274172, -1.032343], [-1.114937, -0.821080, 0.056708], [-2.277090, 1.337127, -1.282330], [-0.189730, -0.051202, -0.397409], [-0.163427, 0.749430, -1.427021], [1.182879, 1.773703, -1.181778], [0.612406, -0.070413, 0.082005]],
  "atomic_forces_ev_per_a": [[0.77, -4.24, 1.02], [-0.85, 3.56, -0.67], [0.77, -0.75, 0.38], [-1.11, 1.75, -0.76], [-4.10, 0.10, -1.94], [0.32, -0.47, -0.96], [0.51, 0.37, -0.18], [3.69, -0.33, 3.10]]
}

***

No. 5
{
  "formula": "C2H2CuO5",
  "method": "the ωB97M-V functional and the def2-TZVPD basis",
  "e_tot_ev": -56980.2606,
  "s2": 0.76,
  "multiplicity": 2,
  "orbital_gap_ev": [8.0, 5.2],
  "species": ["C", "O", "O", "C", "O", "Cu", "O", "H", "O", "H"],
  "xyz": [[1.181721, 0.600143, 0.344564], [0.255666, 1.320016, -0.115856], [2.238971, 0.923159, 0.873720], [0.796971, -0.975914, 0.380396], [1.523943, -1.846568, 0.764889], [-1.630999, 0.606795, -0.666823], [-0.204883, -1.193816, -0.495748], [-0.325916, -2.139451, -0.662961], [-3.260429, -0.346808, 0.694611], [-3.600526, -1.258264, 0.613093]],
  "atomic_forces_ev_per_a": [[0.67, -0.67, 2.42], [-1.61, 0.54, -1.04], [-1.21, -0.55, -1.11], [3.11, 0.83, -0.79], [-1.06, 0.15, 0.31], [0.69, -0.33, 1.37], [-1.65, -0.47, -0.51], [0.23, -0.14, 0.19], [0.66, 0.54, -0.79], [0.18, 0.11, -0.05]]
}